[1]
{
  "formula": "C6H5N",
  "method": "ωB97M-V/def2-TZVPD",
  "total_charge": 0,
  "max_force_ha_per_bohr": 0.0635,
  "homo_lumo_gap_ha": 0.3403,
  "relative_energy_kj_mol": 418.90,
  "lumo_energy_ev": -0.361,
  "symbols": ["C", "C", "C", "C", "C", "C", "N", "H", "H", "H", "H", "H"],
  "positions_angstrom": [[-0.14, 0.85, -0.16], [-1.42, 1.19, 0.01], [0.21, -0.56, -0.11], [-2.46, 0.24, 0.09], [0.04, -1.85, -0.06], [1.75, -0.84, 0.09], [-3.36, -0.48, 0.01], [0.51, 1.70, -0.23], [-1.54, 2.31, -0.02], [2.02, -0.30, 1.16], [2.05, -1.91, -0.03], [2.35, -0.35, -0.75]],
  "mulliken_charge": [-0.206, -0.286, 0.637, 0.118, -0.351, -1.069, -0.384, 0.341, 0.305, 0.243, 0.326, 0.325]
}

=====

[2]
{
  "formula": "C3H6NO2",
  "method": "ωB97M-V/def2-TZVPD",
  "total_charge": -1,
  "max_force_ha_per_bohr": 0.0699,
  "homo_lumo_gap_ha": 0.2691,
  "relative_energy_kj_mol": 210.61,
  "lumo_energy_ev": 4.027,
  "symbols": ["C", "C", "O", "N", "C", "O", "H", "H", "H", "H", "H", "H"],
  "positions_angstrom": [[-1.23, -0.49, -1.47], [-0.99, 0.18, -0.03], [-1.94, 0.62, 0.71], [0.40, 0.19, 0.20], [1.54, 0.46, 1.38], [2.60, -0.18, 1.09], [-1.25, -1.61, -1.31], [-0.33, -0.21, -1.92], [-2.23, -0.18, -1.93], [0.86, -0.57, -0.29], [1.51, 1.59, 1.29], [1.06, 0.20, 2.28]],
  "mulliken_charge": [-0.939, 0.599, -0.706, -0.265, -0.251, -0.807, 0.188, 0.347, 0.278, 0.181, 0.142, 0.233]
}